Record 1
Formula: C3H12N2O
Source: the OMol25 dataset
Level of theory: ωB97M-V with the def2-TZVPD basis set

Each line ends with the Mulliken charge.
Atoms and positions in Å:
C1 3.3983 -0.2740 0.4832  -0.79
N1 2.3761 -0.9961 -0.3299  -0.45
C2 1.1754 -0.0952 -0.4824  -0.66
C3 0.2527 -0.6806 -1.4851  -0.44
N2 -0.4759 -1.6795 -0.7932  -0.55
H1 3.9538 -0.9143 1.1849  0.31
H2 4.0196 0.1510 -0.3248  0.27
H3 2.8696 0.3422 1.2710  0.26
H4 2.0007 -1.8740 0.0608  0.26
H5 1.4423 0.8666 -0.9369  0.36
H6 0.6431 0.0446 0.4719  0.39
H7 0.9833 -0.9985 -2.2688  0.38
H8 -0.4906 0.1104 -1.7326  0.27
H9 -0.9788 -1.2147 -0.0536  0.20
H10 -0.9854 -2.1608 -1.4570  0.19
O1 -5.6466 3.0454 1.9730  -0.65
H11 -5.5223 3.9168 2.4361  0.33
H12 -5.0231 2.3948 2.3330  0.32

Forces on atoms 1 to 2 (eV/Å):
C -1.2 -1.1 0.5
N -1.3 0.7 0.6

Its orbital gap is 9.551 eV. The value obtained for the LUMO energy is 0.83 eV. The SMILES is CNCCN.O. As for the spin multiplicity: 1. The value obtained for the total energy is -306.18624 Ha. The calculation puts the HOMO energy at -8.72 eV.

Record 2
Formula: C29H69BrN4O9
Source: the OMol25 dataset
Level of theory: ωB97M-V with the def2-TZVPD basis set

Each line ends with the Mulliken charge.
Atoms and positions in Å:
C1 1.7396 -3.2008 -2.2782  -0.79
C2 0.2351 -3.1522 -1.8869  -0.71
C3 -0.0532 -3.7579 -0.5028  -0.41
O1 -0.7768 -2.8637 0.3402  -0.39
C4 -0.1731 -2.5631 1.5709  1.56
C5 -0.0549 -3.7991 2.4670  -1.55
C6 -1.3946 -4.3397 2.9556  -0.35
C7 -1.1629 -5.6201 3.7258  0.21
O2 -1.7861 -5.9156 4.6576  -0.52
O3 -0.1512 -6.4473 3.2904  -0.48
C8 -1.0694 -1.4701 2.1786  -2.09
O4 -0.4510 -0.7651 3.2308  -0.37
C9 -0.8022 -1.2093 4.5212  -0.83
O5 1.1523 -2.0911 1.4707  0.13
C10 1.3129 -0.9285 0.6877  -0.84
C11 2.8271 -0.7857 0.4804  0.03
Br1 3.1949 0.8905 -0.4249  -0.17
C12 3.5609 -0.9264 1.8169  0.20
C13 4.2417 -2.2994 1.9853  -1.20
H1 2.1705 -2.2082 -2.2827  0.05
H2 2.2822 -3.8650 -1.6155  0.29
H3 1.8112 -3.6206 -3.2736  0.33
H4 -0.3140 -3.6845 -2.6534  0.52
H5 -0.0936 -2.1184 -1.9432  0.35
H6 -0.7050 -4.6111 -0.6853  0.38
H7 0.8705 -4.1224 -0.0713  0.26
H8 0.5772 -3.4861 3.2938  0.50
H9 0.5034 -4.5800 1.9701  0.91
H10 -2.0849 -4.5438 2.1421  0.44
H11 -1.8152 -3.6736 3.6889  0.11
H12 0.5171 -6.4893 3.9862  0.34
H13 -1.2608 -0.7437 1.3933  0.47
H14 -2.0485 -1.8574 2.4482  0.79
H15 -0.5270 -0.4449 5.2363  0.33
H16 -0.2482 -2.1092 4.7951  0.24
H17 -1.8683 -1.4125 4.6193  0.35
H18 0.8598 -0.9955 -0.2961  0.26
H19 1.0022 -0.0335 1.2221  0.23
H20 3.1139 -1.6266 -0.1344  0.22
H21 2.8880 -0.8034 2.6543  0.26
H22 4.3488 -0.1855 1.8655  0.02
H23 4.2050 -2.9118 1.0863  0.25
H24 5.2875 -2.1836 2.2530  0.40
H25 3.7959 -2.8871 2.7806  0.22
C14 5.0888 -4.2132 -5.1398  -0.76
O6 3.9985 -3.3103 -5.1080  -0.31
C15 4.3515 -1.9425 -5.2067  -0.68
C16 4.6195 -1.4464 -6.6364  0.33
C17 5.9702 -1.8834 -7.1958  -1.42
N1 3.5646 -1.8610 -7.5665  -0.73
H26 5.9745 -3.7988 -4.6501  0.35
H27 5.3285 -4.5000 -6.1661  0.24
H28 4.7870 -5.1158 -4.6078  0.26
H29 3.4885 -1.3938 -4.8185  0.31
H30 5.1939 -1.7154 -4.5400  0.43
H31 4.6238 -0.3530 -6.5973  0.42
H32 5.9664 -2.9244 -7.5177  0.29
H33 6.2265 -1.2825 -8.0687  0.36
H34 6.7643 -1.7553 -6.4571  0.34
H35 2.6770 -1.4766 -7.2535  0.28
H36 3.4447 -2.8662 -7.4651  0.32
C18 -3.5301 1.2724 -0.4536  -0.78
O7 -3.7855 0.6369 0.7875  -0.35
C19 -3.6627 1.4706 1.9253  -0.58
C20 -4.8873 2.3521 2.2103  0.18
C21 -5.0037 3.5527 1.2769  -1.34
N2 -6.1373 1.5857 2.1560  -0.61
H37 -2.7483 2.0322 -0.3667  0.34
H38 -4.4412 1.7186 -0.8587  0.28
H39 -3.1949 0.5068 -1.1543  0.27
H40 -3.5352 0.7874 2.7711  0.25
H41 -2.7443 2.0695 1.8660  0.47
H42 -4.7728 2.7390 3.2278  0.37
H43 -5.3813 3.2818 0.2920  0.20
H44 -5.6999 4.2839 1.6893  0.34
H45 -4.0384 4.0490 1.1506  0.40
H46 -6.1034 0.8473 2.8543  0.28
H47 -6.1499 1.0849 1.2704  0.31
C22 -10.8460 3.1499 -1.7729  -0.64
O8 -9.9775 4.0710 -2.4076  -0.39
C23 -9.4811 5.1020 -1.5744  -0.81
C24 -8.2854 4.7015 -0.6963  0.32
C25 -8.6670 3.8454 0.5087  -1.17
N3 -7.2533 4.0026 -1.4730  -0.52
H48 -11.4636 3.6331 -1.0107  0.29
H49 -10.2843 2.3247 -1.3297  0.24
H50 -11.5011 2.7317 -2.5374  0.26
H51 -9.1475 5.8886 -2.2574  0.37
H52 -10.2918 5.5317 -0.9715  0.41
H53 -7.8488 5.6278 -0.3098  0.33
H54 -8.8622 2.8081 0.2379  0.20
H55 -7.8560 3.8323 1.2341  0.16
H56 -9.5543 4.2414 1.0080  0.38
H57 -6.9256 4.6195 -2.2119  0.26
H58 -7.7132 3.2453 -1.9735  0.28
C26 7.7592 2.4650 0.6334  -0.65
O9 7.4573 1.8200 1.8571  -0.37
C27 7.5898 2.6257 3.0135  -0.71
C28 6.3932 3.5483 3.2962  0.33
C29 6.3356 4.7758 2.3918  -1.41
N4 5.1191 2.8312 3.2018  -0.67
H59 8.5672 3.1934 0.7469  0.32
H60 6.8729 2.9509 0.2195  0.22
H61 8.0776 1.6998 -0.0747  0.25
H62 7.6737 1.9215 3.8460  0.35
H63 8.5311 3.1906 2.9828  0.41
H64 6.5045 3.9085 4.3236  0.45
H65 5.9654 4.5368 1.3952  0.26
H66 5.6579 5.5194 2.8119  0.36
H67 7.3194 5.2394 2.2908  0.35
H68 5.1159 2.0756 3.8823  0.29
H69 5.1101 2.3512 2.3043  0.23

Forces on atoms 1 to 2 (eV/Å):
C -1.0 -0.2 -0.1
C 0.9 0.2 0.0

Its orbital gap is 9.584 eV. The value obtained for the LUMO energy is 0.50 eV. The SMILES is CCCO[C@](CCC(=O)O)(COC)OC[C@@H](Br)CC.COC[C@@H](C)N.COC[C@@H](C)N.COC[C@@H](C)N.COC[C@@H](C)N. As for the spin multiplicity: 1. The value obtained for the total energy is -4616.41753 Ha. The calculation puts the HOMO energy at -9.08 eV.